1.
A molecular structure, C3H4LiO3Pt at a distorted geometry. Source: OMol25; level of theory: ωB97M-V with the def2-TZVPD basis set.

Properties
* frontier orbital gap (alpha / beta): 5.58 / 5.04 eV
* charge: +1
* spin multiplicity: 3
* highest occupied orbital energy (alpha / beta): -11.91 / -12.03 eV
* ⟨S²⟩: 2.025

Atoms and positions in Å:
O: 0.5609 1.6501 0.0143
C: 0.7787 0.4648 0.3526
C: -1.6191 0.8481 -0.0224
O: 1.5836 -0.2512 0.9908
O: 0.2135 -0.2675 -0.6301
C: -1.1302 -0.4929 -0.0800
H: -2.0682 1.1272 0.9362
H: -2.1114 1.2355 -0.9171
H: -1.9226 -1.2422 -0.0951
H: 3.5886 -0.8829 -1.2981
Li: -0.4362 -2.2300 1.3299
Pt: 2.5625 0.0411 -0.5809

Forces on the atoms, in the same order (eV/Å):
O -1.2 1.4 3.1
C 0.1 2.2 -3.2
C -1.2 -0.5 1.1
O -1.0 -0.6 6.2
O -4.9 -6.3 -1.7
C 0.6 2.9 -0.4
H 0.1 0.5 -0.3
H 0.9 0.6 0.0
H 0.7 -0.8 -0.8
H 0.1 -0.6 -0.3
Li 0.5 0.2 0.0
Pt 5.4 1.0 -3.7


2.
6 unconnected molecules or ions with the total composition C32H65NO16S5 at a distorted geometry. Source: OMol25; level of theory: ωB97M-V with the def2-TZVPD basis set.

Properties
* frontier orbital gap: 8.67 eV
* SMILES: Cc1ccc(C[C@@H]2C[C@H](CCC(C)C)C(=O)N2)cc1.CCOS(C)(=O)=O.CCOS(C)(=O)=O.CCOS(C)(=O)=O.CCOS(C)(=O)=O.CCOS(C)(=O)=O
* highest occupied orbital energy: -8.31 eV

Atoms and positions in Å:
C: -3.9992 1.0629 -1.5603
C: -2.7163 0.4415 -1.0953
C: -2.6815 -0.6297 -0.2064
C: -1.4764 -1.1716 0.2323
C: -0.2564 -0.6655 -0.1993
C: 1.0644 -1.2040 0.2760
C: 1.6975 -2.2480 -0.6357
C: 3.1467 -2.4907 -0.0805
C: 4.0824 -1.6095 -0.9284
C: 4.4812 -0.2694 -0.2633
C: 4.5203 0.9461 -1.2061
C: 3.4504 2.0040 -0.9008
C: 3.1950 2.8024 -2.1919
C: 3.9147 3.0106 0.1781
C: 3.3144 -1.5462 -2.2380
O: 3.8060 -1.3530 -3.3120
N: 1.9441 -1.8005 -2.0284
C: -0.2850 0.3931 -1.1151
C: -1.4886 0.9311 -1.5520
H: -4.7782 0.9899 -0.8070
H: -3.8305 2.1273 -1.7182
H: -4.3310 0.6782 -2.5209
H: -3.6163 -1.0343 0.1593
H: -1.4781 -1.9952 0.9336
H: 1.7615 -0.3685 0.3095
H: 1.0156 -1.6054 1.2840
H: 1.2332 -3.2279 -0.6281
H: 3.2316 -2.1794 0.9615
H: 3.4244 -3.5424 -0.0674
H: 4.9985 -2.1870 -0.9827
H: 5.4834 -0.4125 0.1299
H: 3.8585 -0.0353 0.5983
H: 4.4905 0.6905 -2.2603
H: 5.4726 1.4454 -1.0487
H: 2.5010 1.5647 -0.5982
H: 2.2632 3.3598 -2.1356
H: 3.1062 2.1181 -3.0378
H: 4.0253 3.4742 -2.3966
H: 3.7270 4.0208 -0.1755
H: 4.9800 2.9482 0.3804
H: 3.3465 2.8846 1.0963
H: 1.8099 -2.6320 -2.6018
H: 0.6549 0.7826 -1.4799
H: -1.5047 1.7477 -2.2622
C: -1.2188 -7.5363 0.0202
C: -2.7307 -7.5601 -0.0844
O: -3.3595 -6.6846 0.8729
S: -3.3814 -5.1265 0.5422
C: -4.5719 -4.6645 1.7492
O: -3.9289 -4.9370 -0.7668
O: -2.1187 -4.5577 0.8991
H: -0.8169 -6.5729 -0.2915
H: -0.7882 -8.3094 -0.6167
H: -0.9027 -7.7062 1.0493
H: -3.0650 -7.3074 -1.0917
H: -3.1071 -8.5556 0.1437
H: -5.5170 -5.1438 1.5085
H: -4.6735 -3.5824 1.7085
H: -4.2172 -4.9668 2.7306
C: -3.6861 -1.3821 6.8529
C: -3.0255 -2.4702 7.6751
O: -3.6176 -3.7676 7.4457
S: -3.2026 -4.5446 6.1254
C: -3.8417 -6.1187 6.5823
O: -1.7765 -4.6060 6.0516
O: -3.9608 -4.0325 5.0239
H: -3.4832 -1.5106 5.7903
H: -3.3099 -0.4053 7.1570
H: -4.7675 -1.4038 6.9859
H: -1.9520 -2.5167 7.4878
H: -3.1630 -2.2754 8.7367
H: -3.2978 -6.4776 7.4513
H: -3.6900 -6.7853 5.7362
H: -4.9019 -6.0169 6.7977
C: 9.9650 4.9398 -3.8238
C: 8.4555 5.0032 -3.9439
O: 7.9007 3.8028 -4.5185
S: 7.7496 2.5331 -3.5715
C: 6.6864 1.5962 -4.6140
O: 7.0315 2.9244 -2.3966
O: 9.0110 1.8674 -3.4729
H: 10.2720 4.2013 -3.0843
H: 10.3562 5.9112 -3.5205
H: 10.4138 4.6570 -4.7759
H: 7.9861 5.2021 -2.9793
H: 8.1659 5.8063 -4.6189
H: 5.7473 2.1309 -4.7283
H: 6.5190 0.6367 -4.1278
H: 7.1759 1.4531 -5.5735
C: -8.6701 2.0578 -6.4192
C: -9.4219 1.0862 -5.5318
O: -8.7096 -0.1552 -5.3515
S: -7.5066 -0.1707 -4.3112
C: -7.3289 -1.9172 -4.1980
O: -7.9719 0.3420 -3.0587
O: -6.3422 0.3764 -4.9344
H: -7.7621 2.4145 -5.9347
H: -9.2987 2.9194 -6.6452
H: -8.3769 1.5768 -7.3521
H: -9.6485 1.5263 -4.5596
H: -10.3682 0.8109 -5.9934
H: -8.2371 -2.3347 -3.7727
H: -6.4787 -2.1123 -3.5477
H: -7.1426 -2.3148 -5.1918
C: 1.8081 7.8631 4.5903
C: 2.4242 6.6460 5.2507
O: 1.7337 5.4276 4.9066
S: 2.0406 4.7840 3.4834
C: 1.3098 3.2125 3.7889
O: 3.4562 4.6308 3.3457
O: 1.2775 5.4653 2.4858
H: 1.9562 7.8448 3.5114
H: 2.2648 8.7718 4.9832
H: 0.7344 7.8966 4.7737
H: 3.4832 6.5520 5.0061
H: 2.3456 6.7260 6.3333
H: 1.8596 2.7196 4.5858
H: 1.3806 2.6403 2.8660
H: 0.2683 3.3580 4.0625

Forces on the atoms, in the same order (eV/Å):
C 0.3 0.5 0.1
C 0.5 -0.3 0.1
C 0.1 0.1 -0.1
C 0.1 0.0 0.1
C -0.4 0.3 -0.2
C -0.5 0.2 -0.7
C 2.2 -0.2 0.7
C -0.2 0.6 0.7
C -0.5 -0.8 1.2
C 0.2 0.2 -0.6
C 0.0 0.3 0.8
C 0.5 0.9 -0.8
C -0.2 -0.6 -0.1
C -0.6 -0.3 -0.1
C 0.6 0.4 0.9
O 0.1 0.0 -0.9
N 0.1 -1.3 0.1
C -0.2 -0.2 0.1
C -0.1 -0.2 0.1
H -0.2 -0.2 -0.1
H 0.0 0.1 0.0
H -0.2 -0.3 0.0
H -0.1 -0.1 0.1
H -0.1 -0.1 0.0
H 0.1 0.1 0.1
H -0.2 -0.2 0.1
H -0.8 0.2 -0.1
H -0.2 0.0 0.1
H 0.0 -0.1 -0.5
H 0.2 0.1 -1.0
H 0.1 -0.1 0.2
H -0.2 -0.1 0.0
H -0.1 -0.4 0.0
H 0.2 0.1 -0.2
H 0.0 -0.3 0.1
H 0.0 0.3 0.1
H -0.1 0.0 -0.1
H 0.1 0.1 0.0
H -0.1 0.2 0.1
H 0.1 -0.1 0.1
H 0.2 0.0 0.3
H -0.8 0.6 -0.6
H 0.0 0.1 -0.1
H 0.2 0.1 0.0
C 0.0 0.2 0.0
C 0.3 -0.3 -0.3
O -0.1 0.0 0.0
S -0.4 0.0 0.5
C -0.1 -0.1 0.1
O 0.2 0.0 -0.2
O 0.1 0.1 -0.3
H 0.0 0.0 0.0
H -0.1 0.0 0.0
H 0.0 -0.1 0.0
H -0.1 0.1 0.1
H -0.1 0.1 0.1
H 0.0 0.0 0.0
H 0.1 0.0 0.0
H 0.0 0.1 0.0
C -0.1 -0.1 -0.2
C 0.2 0.6 0.1
O 0.0 -0.1 0.0
S -0.2 -0.1 0.4
C 0.0 0.0 0.0
O 0.1 0.1 -0.2
O 0.1 0.0 -0.2
H 0.0 0.0 0.0
H 0.0 0.0 0.1
H 0.0 0.0 0.1
H 0.0 -0.1 -0.1
H -0.1 -0.2 0.0
H 0.0 0.0 0.0
H 0.0 0.0 0.0
H 0.0 0.0 0.0
C 0.0 -0.2 0.1
C 0.3 0.4 0.2
O -0.1 -0.1 0.0
S -0.3 -0.1 -0.5
C 0.0 0.0 -0.1
O 0.2 0.1 0.2
O 0.0 0.0 0.3
H 0.0 0.0 0.0
H -0.1 0.0 0.0
H 0.0 0.1 0.0
H -0.1 -0.1 0.0
H -0.1 -0.1 -0.1
H 0.0 0.0 0.0
H 0.0 0.0 0.0
H 0.0 0.0 0.0
C 0.2 0.0 0.1
C -0.2 0.5 -0.1
O 0.0 -0.1 0.0
S -0.1 -0.4 -0.2
C 0.0 -0.1 0.0
O 0.1 0.2 0.0
O 0.1 0.2 0.1
H 0.0 0.0 0.0
H -0.1 0.0 0.0
H -0.1 0.0 0.0
H 0.1 -0.1 0.1
H 0.1 -0.2 0.0
H 0.0 0.0 0.0
H 0.0 0.1 0.0
H 0.0 0.0 0.0
C -0.1 -0.1 -0.2
C 0.2 0.5 0.1
O 0.0 -0.1 0.0
S -0.2 -0.3 0.3
C 0.0 -0.1 0.1
O 0.1 0.2 -0.1
O 0.2 0.1 -0.1
H 0.0 0.0 0.0
H 0.0 0.0 0.1
H 0.0 0.0 0.1
H 0.0 -0.1 -0.1
H -0.1 -0.2 0.0
H 0.0 0.0 0.0
H 0.0 0.1 0.0
H 0.0 0.0 0.0


3.
A single C4H2O4 molecule at a distorted geometry. Source: OMol25; level of theory: ωB97M-V with the def2-TZVPD basis set.

Properties
* frontier orbital gap: 10.50 eV
* SMILES: O=C(O)C#CC(=O)O
* highest occupied orbital energy: -11.28 eV

Atoms and positions in Å:
O: 0.6014 -0.8240 2.8753
C: 0.3317 -0.2460 1.8734
O: -0.0491 1.0869 1.8103
C: 0.3293 -0.7384 0.5165
C: 0.0453 -0.6950 -0.6592
C: -0.2363 -0.5765 -2.0866
O: -0.3116 -1.4904 -2.8482
O: -0.3502 0.7075 -2.4639
H: -0.1047 1.4471 2.7124
H: -0.2560 1.3289 -1.7301

Forces on the atoms, in the same order (eV/Å):
O 0.0 -0.2 0.2
C -0.2 1.4 0.3
O 0.2 -0.9 0.2
C -0.7 0.4 -1.6
C 0.5 -0.5 1.1
C 0.3 0.0 0.0
O -0.1 0.2 0.1
O -0.2 0.1 -0.5
H 0.1 -0.3 -0.1
H 0.0 -0.2 0.1


4.
A single C6H11N3 molecule at a distorted geometry. Source: OMol25; level of theory: ωB97M-V with the def2-TZVPD basis set.

Properties
* frontier orbital gap: 9.20 eV
* SMILES: C#CCNN/C(C)=N\C
* highest occupied orbital energy: -8.64 eV

Atoms and positions in Å:
C: 2.8989 0.8420 -0.7253
C: 2.3457 -0.2701 -0.2003
C: 1.4545 -1.4063 -0.2934
N: 0.5437 -1.4216 0.9468
N: 0.0409 -0.0276 1.0567
C: -0.6814 0.7686 0.0408
C: -0.4098 2.3104 0.2873
N: -1.5828 0.2799 -0.7496
C: -2.2154 -0.9517 -0.6099
H: 3.3372 2.0453 -0.9391
H: 0.7871 -1.5623 -1.2437
H: 2.0228 -2.3111 -0.1219
H: -0.4378 -2.0812 0.7543
H: 0.6375 0.3075 1.7767
H: -1.3379 2.7929 -0.0510
H: 0.5740 2.4167 -0.0452
H: -0.9472 2.2356 1.4936
H: -1.9457 -1.3479 0.5499
H: -1.5914 -1.7342 -1.1458
H: -3.4929 -0.8848 -0.7810

Forces on the atoms, in the same order (eV/Å):
C -2.4 -3.4 3.2
C 3.7 8.7 -5.0
C -2.3 -2.2 0.7
N -3.6 0.1 -2.2
N -1.4 -1.5 -1.0
C -0.2 -1.4 1.1
C -5.7 -4.1 3.2
N 1.3 3.2 0.9
C -0.5 -2.5 3.0
H -1.4 -4.6 0.9
H 1.6 0.9 1.3
H 0.3 -0.4 -0.5
H 4.0 2.3 0.4
H -0.1 1.5 0.1
H 1.2 0.4 -1.2
H 1.5 1.5 0.3
H 3.0 0.7 -2.7
H -1.7 0.9 -2.4
H -1.6 0.5 -0.3
H 4.1 -0.5 0.2


Which DFT total energy belongs to each record? In order, -468.63244, -4507.77927, -454.53130, -399.15185 Eh.